Record 1
{"formula": "C32H30N6O2RhS2", "method": "wB97M-V/def2-TZVPD", "homo_energy_ev": -9.37, "homo_lumo_gap_ev": 5.624, "spin_multiplicity": 1, "charge": 1, "elements": ["Rh", "C", "C", "C", "C", "C", "N", "C", "C", "C", "N", "C", "C", "C", "C", "C", "C", "C", "C", "N", "C", "C", "C", "N", "C", "C", "C", "C", "O", "C", "O", "H", "H", "H", "H", "H", "H", "H", "H", "H", "H", "H", "H", "H", "H", "H", "H", "H", "H", "H", "H", "H", "H", "H", "H", "H", "H", "H", "H", "S", "C", "C", "C", "C", "N", "C", "C", "C", "S", "C", "N", "H", "H"], "coordinates": [[-0.795, 0.332, 0.853], [-0.888, 4.285, -5.055], [-0.863, 3.212, -3.999], [-0.432, 1.926, -4.274], [-0.476, 0.943, -3.288], [0.006, -0.413, -3.424], [1.252, -0.686, -3.632], [2.328, 0.327, -3.527], [2.398, 0.928, -2.108], [3.496, 0.416, -1.199], [3.463, -1.024, -0.941], [3.567, -1.609, 0.235], [3.198, -1.154, 1.510], [3.875, -1.787, 2.592], [3.543, -1.578, 3.897], [4.293, -2.197, 5.043], [2.383, -0.812, 4.124], [1.607, -0.270, 3.125], [0.343, 0.308, 3.562], [-0.701, 0.523, 2.862], [-1.880, 1.068, 3.547], [-2.372, 2.380, 2.911], [-1.343, 3.097, 2.045], [-1.146, 2.405, 0.771], [-1.418, 3.037, -0.302], [-1.230, 2.547, -1.657], [-1.236, 3.488, -2.683], [-0.899, 1.200, -1.964], [-0.826, 0.198, -1.160], [2.034, -0.327, 1.745], [1.400, 0.230, 0.803], [-0.978, 3.853, -6.050], [0.022, 4.888, -5.033], [-1.731, 4.958, -4.907], [-0.102, 1.670, -5.276], [-0.660, -1.255, -3.254], [1.512, -1.662, -3.687], [2.120, 1.106, -4.253], [3.256, -0.154, -3.836], [1.450, 0.787, -1.597], [2.553, 2.004, -2.201], [3.429, 0.928, -0.246], [4.483, 0.621, -1.627], [3.756, -1.601, -1.716], [3.997, -2.606, 0.188], [4.711, -2.437, 2.355], [5.317, -2.434, 4.760], [3.813, -3.120, 5.373], [4.328, -1.522, 5.897], [2.045, -0.694, 5.149], [0.281, 0.504, 4.633], [-1.626, 1.223, 4.597], [-2.666, 0.316, 3.486], [-2.675, 3.059, 3.709], [-3.258, 2.188, 2.304], [-0.373, 3.143, 2.547], [-1.669, 4.123, 1.858], [-1.769, 4.069, -0.224], [-1.518, 4.507, -2.433], [-3.080, 0.018, 0.737], [-3.206, -1.691, 0.351], [-4.446, -2.189, -0.040], [-4.613, -3.536, -0.324], [-5.899, -4.011, -0.746], [-6.938, -4.366, -1.083], [-3.520, -4.407, -0.212], [-2.285, -3.912, 0.177], [-2.109, -2.558, 0.453], [-0.523, -1.975, 0.914], [-3.652, -5.803, -0.513], [-3.723, -6.921, -0.769], [-5.290, -1.518, -0.131], [-1.444, -4.588, 0.261]]}

Record 2
{"formula": "C32H31BCl3I2N7O4V", "method": "wB97M-V/def2-TZVPD", "homo_energy_ev": [-8.08, -8.29], "homo_lumo_gap_ev": [7.283, 7.887], "spin_multiplicity": 2, "elements": ["V", "C", "C", "C", "C", "C", "N", "N", "B", "N", "N", "C", "C", "C", "C", "C", "N", "N", "C", "C", "C", "C", "C", "H", "H", "H", "H", "H", "H", "H", "H", "H", "H", "H", "H", "H", "H", "H", "H", "H", "H", "H", "H", "H", "H", "I", "C", "C", "C", "I", "C", "C", "C", "C", "N", "C", "C", "O", "H", "H", "H", "H", "Cl", "C", "C", "C", "Cl", "C", "O", "C", "Cl", "C", "H", "H", "C", "O", "C", "O", "H", "H", "H"], "coordinates": [[-0.553, 0.622, -0.527], [2.897, 0.091, -1.897], [2.715, -0.179, -0.440], [3.647, -0.701, 0.467], [2.976, -0.788, 1.673], [3.467, -1.269, 2.997], [1.721, -0.349, 1.469], [1.565, 0.038, 0.183], [0.540, -0.220, 2.442], [0.021, 1.226, 2.423], [-0.419, 1.798, 1.271], [-0.751, 3.057, 1.557], [-1.252, 4.053, 0.566], [-0.522, 3.299, 2.914], [-0.032, 2.115, 3.427], [0.392, 1.797, 4.822], [-0.620, -1.126, 1.981], [-1.404, -0.756, 0.937], [-2.391, -1.648, 0.848], [-3.474, -1.604, -0.179], [-2.242, -2.605, 1.858], [-1.107, -2.237, 2.554], [-0.459, -2.895, 3.725], [3.711, -0.516, -2.291], [3.145, 1.138, -2.080], [1.990, -0.145, -2.457], [4.668, -0.979, 0.268], [4.500, -1.601, 2.902], [2.872, -2.104, 3.370], [3.429, -0.480, 3.749], [0.879, -0.521, 3.547], [-1.078, 3.746, -0.460], [-0.744, 5.004, 0.727], [-2.323, 4.217, 0.698], [-0.683, 4.222, 3.445], [0.235, 2.670, 5.453], [1.447, 1.526, 4.866], [-0.181, 0.966, 5.232], [-3.364, -0.764, -0.855], [-4.445, -1.519, 0.311], [-3.479, -2.523, -0.768], [-2.879, -3.451, 2.052], [-0.972, -3.829, 3.946], [-0.495, -2.263, 4.612], [0.589, -3.120, 3.522], [-3.202, -0.715, -3.987], [-1.848, -2.115, -3.277], [-1.837, -3.396, -3.878], [-1.017, -4.380, -3.415], [-1.078, -6.238, -4.365], [-0.156, -4.148, -2.307], [0.714, -5.108, -1.743], [1.484, -4.774, -0.669], [1.391, -3.467, -0.147], [0.603, -2.551, -0.641], [-0.165, -2.869, -1.707], [-1.018, -1.840, -2.223], [-0.984, -0.656, -1.617], [-2.500, -3.581, -4.711], [0.757, -6.101, -2.171], [2.159, -5.490, -0.220], [1.996, -3.170, 0.706], [3.156, 5.789, -4.722], [2.330, 4.626, -3.731], [1.407, 3.775, -4.307], [0.747, 2.858, -3.508], [-0.360, 1.752, -4.232], [0.974, 2.779, -2.127], [0.329, 1.906, -1.379], [1.956, 3.629, -1.597], [2.409, 3.478, 0.065], [2.623, 4.553, -2.381], [1.199, 3.813, -5.367], [3.370, 5.196, -1.940], [-4.481, 2.271, -0.113], [-3.236, 1.604, 0.128], [-2.325, 1.663, -0.875], [-2.552, 2.232, -1.912], [-4.939, 2.418, 0.862], [-5.125, 1.647, -0.735], [-4.321, 3.222, -0.616]]}

Record 3
{"formula": "C32H31BGeN8OPd", "method": "wB97M-V/def2-TZVPD", "homo_energy_ev": [-3.21, -4.75], "homo_lumo_gap_ev": [5.669, 7.187], "relative_energy_kcal_mol": 7.1, "spin_multiplicity": 2, "charge": -1, "elements": ["Pd", "C", "C", "N", "N", "C", "B", "N", "C", "C", "C", "N", "N", "C", "C", "C", "N", "H", "H", "H", "H", "H", "H", "H", "H", "H", "H", "C", "Ge", "C", "C", "C", "C", "C", "C", "C", "C", "C", "C", "C", "C", "C", "C", "C", "C", "H", "H", "H", "H", "H", "H", "H", "H", "H", "H", "H", "H", "H", "H", "H", "N", "C", "O", "C", "C", "C", "N", "C", "C", "H", "H", "H", "H", "H", "H"], "coordinates": [[-0.786, 0.843, -0.393], [-3.719, -0.846, -3.205], [-3.300, -0.878, -1.868], [-2.785, 0.286, -1.496], [-2.841, 1.088, -2.584], [-3.416, 0.441, -3.607], [-2.483, 2.607, -2.521], [-0.973, 2.742, -2.872], [-0.311, 1.996, -3.776], [0.935, 2.555, -3.967], [0.925, 3.675, -3.114], [-0.227, 3.788, -2.468], [-2.769, 3.182, -1.133], [-3.745, 4.041, -0.792], [-3.709, 4.219, 0.576], [-2.646, 3.398, 0.988], [-2.089, 2.786, -0.042], [-4.175, -1.632, -3.782], [-3.350, -1.686, -1.151], [-3.567, 0.944, -4.549], [-3.180, 3.174, -3.338], [-0.759, 1.108, -4.190], [1.729, 2.197, -4.600], [1.709, 4.397, -2.936], [-4.387, 4.458, -1.549], [-4.344, 4.842, 1.181], [-2.256, 3.229, 1.980], [0.239, -2.504, -1.901], [-0.039, -1.470, -0.233], [1.732, -1.785, 0.684], [2.188, -0.920, 1.684], [3.429, -1.073, 2.290], [4.276, -2.100, 1.892], [3.860, -2.966, 0.887], [2.607, -2.809, 0.301], [-1.210, -2.718, 0.829], [-1.655, -3.900, 0.292], [-2.469, -4.808, 1.019], [-2.834, -4.533, 2.301], [-2.422, -3.319, 2.908], [-2.796, -2.999, 4.241], [-2.430, -1.815, 4.809], [-1.673, -0.882, 4.063], [-1.291, -1.175, 2.787], [-1.633, -2.409, 2.167], [0.385, -3.573, -1.727], [1.129, -2.121, -2.408], [-0.613, -2.370, -2.572], [1.556, -0.092, 1.992], [3.743, -0.380, 3.063], [5.247, -2.223, 2.359], [4.508, -3.776, 0.569], [2.308, -3.507, -0.473], [-1.373, -4.174, -0.718], [-2.793, -5.729, 0.549], [-3.445, -5.226, 2.870], [-3.392, -3.714, 4.798], [-2.726, -1.581, 5.825], [-1.409, 0.074, 4.498], [-0.751, -0.445, 2.196], [6.182, 1.009, 0.450], [5.404, 2.081, 0.771], [5.821, 3.056, 1.364], [3.967, 1.992, 0.305], [3.569, 1.194, -0.753], [2.218, 1.096, -1.044], [1.280, 1.723, -0.333], [1.679, 2.543, 0.636], [3.010, 2.709, 0.994], [7.084, 0.999, 0.900], [5.731, 0.116, 0.323], [4.278, 0.644, -1.359], [1.859, 0.467, -1.850], [0.888, 3.074, 1.152], [3.294, 3.363, 1.807]]}

Record 4
{"formula": "C32H31CrN2SSb2Se", "method": "wB97M-V/def2-TZVPD", "homo_energy_ev": [-3.04, -3.65], "homo_lumo_gap_ev": [5.678, 6.288], "relative_energy_kcal_mol": 21.1, "spin_multiplicity": 5, "charge": -1, "elements": ["Cr", "C", "C", "C", "Sb", "C", "C", "C", "C", "C", "C", "C", "C", "C", "C", "C", "C", "Sb", "C", "C", "C", "C", "C", "C", "C", "C", "C", "C", "C", "C", "H", "H", "H", "H", "H", "H", "H", "H", "H", "H", "H", "H", "H", "H", "H", "H", "H", "H", "H", "H", "H", "H", "H", "H", "H", "H", "C", "C", "C", "C", "N", "C", "S", "N", "H", "H", "H", "H", "H", "Se"], "coordinates": [[-1.923, -0.088, 0.372], [2.440, -1.189, -0.405], [1.676, -0.729, -1.642], [1.789, 0.751, -1.987], [0.718, 2.266, -0.843], [-1.289, 1.872, -1.502], [-2.160, 2.953, -1.303], [-3.498, 2.866, -1.631], [-4.017, 1.671, -2.127], [-3.177, 0.590, -2.314], [-1.815, 0.675, -1.991], [1.120, 3.673, -2.462], [2.166, 4.583, -2.312], [2.533, 5.441, -3.344], [1.847, 5.406, -4.549], [0.797, 4.511, -4.714], [0.439, 3.653, -3.681], [1.980, -0.233, 1.489], [3.863, -0.835, 2.374], [4.414, -0.028, 3.370], [5.620, -0.356, 3.980], [6.301, -1.503, 3.596], [5.770, -2.316, 2.603], [4.564, -1.982, 1.999], [0.842, -1.820, 2.359], [1.162, -3.169, 2.233], [0.387, -4.140, 2.850], [-0.726, -3.769, 3.596], [-1.057, -2.428, 3.721], [-0.273, -1.454, 3.110], [3.514, -1.020, -0.534], [2.295, -2.264, -0.266], [0.633, -1.026, -1.560], [2.071, -1.294, -2.496], [2.828, 1.090, -1.907], [1.489, 0.918, -3.024], [-1.781, 3.875, -0.877], [-4.148, 3.719, -1.478], [-5.069, 1.591, -2.372], [-3.564, -0.339, -2.715], [-1.168, -0.118, -2.341], [2.707, 4.629, -1.370], [3.350, 6.139, -3.204], [2.128, 6.072, -5.356], [0.254, 4.480, -5.652], [-0.388, 2.966, -3.825], [3.894, 0.873, 3.680], [6.029, 0.285, 4.753], [7.242, -1.762, 4.067], [6.296, -3.214, 2.298], [4.173, -2.630, 1.222], [2.015, -3.478, 1.638], [0.643, -5.187, 2.739], [-1.337, -4.528, 4.071], [-1.938, -2.131, 4.279], [-0.568, -0.410, 3.183], [-5.330, -0.105, 1.123], [-4.779, -1.364, 0.537], [-5.559, -2.469, 0.220], [-4.907, -3.557, -0.333], [-3.602, -3.614, -0.564], [-2.896, -2.524, -0.225], [-1.193, -2.361, -0.432], [-3.472, -1.410, 0.308], [-6.345, -0.255, 1.491], [-5.333, 0.683, 0.365], [-4.671, 0.250, 1.919], [-6.624, -2.470, 0.403], [-5.471, -4.442, -0.616], [-1.908, 1.531, 2.002]]}

Record 5
{"formula": "C32H31CuF4N6P", "method": "wB97M-V/def2-TZVPD", "homo_energy_ev": [-6.22, -7.72], "homo_lumo_gap_ev": [6.572, 7.352], "relative_energy_kcal_mol": 13.9, "spin_multiplicity": 2, "elements": ["Cu", "C", "C", "N", "C", "C", "C", "C", "N", "C", "C", "F", "C", "F", "C", "C", "F", "C", "F", "H", "H", "H", "H", "H", "H", "H", "H", "H", "H", "H", "H", "H", "H", "H", "N", "C", "C", "C", "C", "C", "C", "P", "C", "C", "C", "C", "C", "C", "C", "C", "C", "C", "C", "C", "H", "H", "H", "H", "H", "H", "H", "H", "H", "H", "H", "H", "H", "H", "H", "H", "N", "C", "N", "C", "N"], "coordinates": [[-0.167, -0.166, 0.015], [1.771, -1.197, -2.403], [0.559, -2.115, -2.302], [-0.129, -2.106, -0.985], [0.361, -3.199, -0.121], [1.810, -3.070, 0.313], [-1.589, -2.257, -1.125], [-2.379, -1.907, 0.170], [-1.554, -1.111, 1.064], [-1.978, -0.743, 2.275], [-0.868, -0.379, 3.247], [-0.062, 0.650, 2.712], [-1.341, 0.045, 4.572], [-0.358, 0.356, 5.433], [-2.628, 0.050, 4.963], [-3.616, -0.335, 4.041], [-4.903, -0.281, 4.407], [-3.292, -0.717, 2.763], [-4.312, -0.992, 1.921], [2.235, -1.311, -3.387], [1.473, -0.155, -2.294], [2.523, -1.422, -1.647], [-0.162, -1.814, -3.062], [0.859, -3.142, -2.544], [-0.274, -3.206, 0.764], [0.211, -4.156, -0.636], [1.986, -2.105, 0.802], [2.037, -3.864, 1.025], [2.504, -3.176, -0.521], [-1.910, -1.596, -1.932], [-1.840, -3.281, -1.428], [-3.290, -1.391, -0.136], [-2.705, -2.825, 0.671], [-2.898, 0.342, 5.971], [-0.767, 0.989, -3.061], [-0.629, 2.369, -2.940], [-0.864, 3.160, -4.072], [-0.765, 4.535, -4.017], [-0.462, 5.167, -2.817], [-0.221, 4.394, -1.699], [-0.242, 2.996, -1.737], [0.163, 2.048, -0.215], [-0.879, 2.912, 1.014], [-2.196, 2.463, 1.124], [-3.061, 3.029, 2.046], [-2.614, 4.049, 2.878], [-1.306, 4.497, 2.777], [-0.437, 3.929, 1.852], [1.908, 2.418, 0.197], [2.647, 1.322, 0.650], [3.979, 1.450, 1.014], [4.599, 2.687, 0.927], [3.881, 3.786, 0.475], [2.549, 3.655, 0.111], [-1.289, 0.677, -3.862], [-0.977, 0.487, -2.216], [-1.143, 2.672, -5.001], [-0.953, 5.122, -4.909], [-0.431, 6.247, -2.753], [-0.058, 4.888, -0.749], [-2.537, 1.644, 0.498], [-4.076, 2.658, 2.132], [-3.280, 4.484, 3.612], [-0.951, 5.286, 3.430], [0.592, 4.263, 1.815], [2.159, 0.354, 0.727], [4.532, 0.586, 1.364], [5.640, 2.797, 1.209], [4.360, 4.755, 0.403], [2.030, 4.528, -0.257], [0.098, -1.481, 3.376], [0.082, -2.650, 3.565], [0.151, -3.855, 3.815], [0.026, -4.967, 3.112], [-0.069, -5.974, 2.550]]}

Record 6
{"formula": "C32H31N4O3PdSTe", "method": "wB97M-V/def2-TZVPD", "homo_energy_ev": [-7.47, -7.69], "homo_lumo_gap_ev": [7.133, 6.069], "relative_energy_kcal_mol": 17.0, "spin_multiplicity": 2, "elements": ["Pd", "O", "N", "N", "O", "C", "C", "C", "C", "C", "C", "H", "H", "H", "H", "H", "S", "C", "C", "N", "C", "H", "H", "H", "C", "C", "C", "C", "C", "C", "Te", "N", "C", "O", "C", "C", "C", "C", "C", "C", "C", "C", "C", "C", "C", "C", "C", "C", "C", "C", "H", "H", "H", "H", "H", "H", "H", "H", "H", "H", "H", "H", "H", "H", "H", "H", "H", "H", "H", "H", "H", "H", "H"], "coordinates": [[0.978, 0.691, 0.854], [3.711, 0.012, -0.316], [4.339, 0.172, 0.745], [3.663, -0.090, 1.820], [2.399, -0.482, 1.805], [4.279, 0.124, 3.085], [3.464, 0.235, 4.203], [4.041, 0.458, 5.445], [5.417, 0.564, 5.574], [6.221, 0.442, 4.447], [5.662, 0.217, 3.201], [2.394, 0.143, 4.083], [3.405, 0.546, 6.316], [5.863, 0.735, 6.545], [7.297, 0.514, 4.540], [6.281, 0.115, 2.322], [2.124, 4.682, 2.544], [3.133, 4.334, 1.206], [2.846, 3.111, 0.707], [1.835, 2.464, 1.383], [1.364, 3.175, 2.372], [3.878, 5.031, 0.861], [3.328, 2.610, -0.117], [0.569, 2.821, 3.013], [-3.262, -3.416, -6.119], [-2.689, -2.517, -5.057], [-3.263, -2.434, -3.796], [-2.738, -1.613, -2.806], [-3.413, -1.590, -1.459], [-1.593, -0.854, -3.086], [-0.764, 0.476, -1.574], [-0.674, 1.712, 0.437], [-1.484, 1.710, 1.510], [-1.085, 1.473, 2.666], [-2.919, 2.108, 1.298], [-3.811, 1.940, 2.352], [-5.151, 2.259, 2.192], [-5.607, 2.752, 0.977], [-4.719, 2.929, -0.076], [-3.380, 2.609, 0.083], [-0.180, -1.058, -0.217], [-0.972, -1.363, 0.903], [-0.624, -2.398, 1.750], [0.512, -3.147, 1.477], [1.283, -2.877, 0.360], [0.960, -1.844, -0.512], [1.793, -1.612, -1.739], [-1.001, -0.912, -4.355], [0.227, -0.132, -4.762], [-1.565, -1.747, -5.316], [-4.195, -3.870, -5.789], [-2.564, -4.218, -6.365], [-3.458, -2.860, -7.037], [-4.150, -3.020, -3.577], [-4.454, -1.899, -1.547], [-3.392, -0.595, -1.012], [-2.920, -2.276, -0.765], [-3.429, 1.555, 3.289], [-5.841, 2.124, 3.015], [-6.653, 3.002, 0.852], [-5.071, 3.322, -1.021], [-2.678, 2.758, -0.726], [-1.871, -0.797, 1.095], [-1.233, -2.610, 2.618], [0.800, -3.950, 2.144], [2.169, -3.467, 0.161], [2.567, -2.374, -1.819], [2.291, -0.644, -1.691], [1.174, -1.655, -2.638], [0.601, 0.521, -3.979], [0.009, 0.482, -5.638], [1.033, -0.815, -5.037], [-1.104, -1.792, -6.299]]}